No. 1
{"formula": "C4H7NO2", "method": "ωB97M-V/def2-TZVPD", "lumo_energy_ha": -0.0362, "orbital_gap_ev": 8.379, "e_tot_ha": -361.70592, "homo_ev": -9.3650, "molar_mass_g_mol": 101.10, "charge": 0, "elements": ["O", "N", "C", "C", "C", "C", "O", "H", "H", "H", "H", "H", "H", "H"], "positions_angstrom": [[2.254082, 1.024075, -0.035111], [1.928539, -0.046726, -0.521321], [0.581962, -0.427053, -0.332311], [-0.107327, -1.690381, -0.794879], [-1.357468, -1.097148, -0.070981], [-0.522820, 0.112773, 0.222373], [0.409605, 2.567441, 1.327986], [1.221592, 2.162765, 0.983923], [0.274752, -2.633873, -0.398188], [-0.231172, -1.762042, -1.880078], [-1.667098, -1.642854, 0.827765], [-2.238569, -0.890057, -0.685212], [-0.744424, 1.072769, 0.669307], [0.198350, 3.250316, 0.686730]], "forces_ev_per_angstrom": [[-0.0349, -0.5349, -0.2039], [0.0446, 0.3220, 0.0400], [-0.1557, -0.0151, -0.0062], [0.0896, -0.1916, -0.0863], [-0.1812, -0.0146, -0.0122], [0.0663, 0.1263, 0.0181], [0.0543, 0.5205, 0.2573], [-0.1128, -0.0894, -0.0287], [-0.0600, 0.0845, -0.0639], [0.0598, -0.0544, 0.1728], [0.0389, 0.0580, -0.1734], [0.0898, -0.1734, -0.0063], [0.0922, -0.2252, 0.0707], [0.0093, 0.1874, 0.0221]]}


No. 2
{"formula": "C4H7NO2", "method": "ωB97M-V/def2-TZVPD", "lumo_energy_ha": 0.0314, "orbital_gap_ev": 9.715, "e_tot_ha": -361.80543, "homo_ev": -8.8606, "molar_mass_g_mol": 101.10, "charge": 0, "elements": ["C", "C", "N", "O", "C", "C", "O", "H", "H", "H", "H", "H", "H", "H"], "positions_angstrom": [[1.263523, -1.907218, -0.450619], [0.386912, -0.952408, -0.142301], [-0.411542, -0.901954, 1.011685], [0.224346, 0.121378, -0.976263], [0.196077, 1.395140, -0.355433], [-1.214974, 1.829963, -0.016470], [-1.470373, 2.821912, 0.619548], [1.930528, -1.782241, -1.294062], [-0.215716, -1.668858, 1.642076], [1.313570, -2.825090, 0.123713], [-1.404935, -0.853996, 0.804329], [0.810376, 1.440898, 0.549326], [0.605130, 2.105036, -1.081602], [-2.012922, 1.177438, -0.433929]], "forces_ev_per_angstrom": [[-0.0538, 0.0685, 0.0124], [0.1628, -0.2364, 0.0328], [-0.0457, -0.0810, -0.1253], [0.0251, -0.0805, 0.0327], [-0.0020, 0.1927, 0.0759], [-0.0589, 0.4713, 0.2309], [0.1227, -0.5093, -0.3088], [-0.1018, 0.0154, 0.1040], [-0.0571, 0.1024, -0.0643], [-0.0274, 0.1460, -0.0474], [0.1397, -0.0148, 0.0476], [-0.0592, -0.0664, -0.1009], [-0.0716, -0.0566, 0.0499], [0.0272, 0.0486, 0.0606]]}


No. 3
{"formula": "C4H7NO2", "method": "ωB97M-V/def2-TZVPD", "lumo_energy_ha": 0.0240, "orbital_gap_ev": 12.117, "e_tot_ha": -361.82574, "homo_ev": -11.4636, "molar_mass_g_mol": 101.10, "charge": 0, "elements": ["C", "N", "C", "C", "O", "C", "O", "H", "H", "H", "H", "H", "H", "H"], "positions_angstrom": [[-1.269242, 1.554513, 1.162958], [-0.877535, -1.858214, 1.211087], [-0.106290, -1.706880, 0.363884], [0.895602, -1.533825, -0.700524], [1.121001, -0.157998, -0.992750], [0.158316, 0.422085, -1.740303], [-0.817165, -0.138420, -2.155497], [-1.946714, 1.178534, 0.392052], [-1.275796, 0.864040, 2.008439], [-1.591605, 2.546474, 1.487983], [0.561859, -2.067628, -1.594120], [1.855377, -1.929195, -0.364985], [0.417919, 1.476119, -1.903221], [-0.252713, 1.616818, 0.764003]], "forces_ev_per_angstrom": [[-0.0090, -0.0039, 0.0115], [0.7868, 0.1280, -0.8440], [-0.6871, -0.1657, 0.7568], [0.0276, -0.1777, 0.0133], [-0.0610, 0.0585, -0.0584], [-0.3771, -0.1295, -0.1766], [0.4848, 0.2602, 0.1876], [0.0960, 0.0636, 0.1113], [-0.0092, 0.1102, -0.1185], [0.0441, -0.1361, -0.0575], [0.0306, 0.0492, 0.1205], [-0.1431, 0.0357, -0.0257], [-0.0517, -0.1098, -0.0087], [-0.1316, 0.0172, 0.0884]]}


No. 4
{"formula": "C4H7NO2", "method": "ωB97M-V/def2-TZVPD", "lumo_energy_ha": 0.0295, "orbital_gap_ev": 11.273, "e_tot_ha": -361.78086, "homo_ev": -10.4711, "molar_mass_g_mol": 101.10, "charge": 0, "elements": ["C", "C", "C", "C", "N", "O", "O", "H", "H", "H", "H", "H", "H", "H"], "positions_angstrom": [[-1.979948, -1.333640, -0.382648], [2.059721, 0.515708, 0.773658], [-1.107279, -0.610552, -1.192904], [-0.206412, 0.517347, -0.248486], [-2.772769, -1.699930, 0.384637], [-0.779900, 0.542097, 1.045625], [1.109751, 0.114700, -0.250932], [1.982352, -0.029242, 1.732278], [2.024112, 1.606110, 1.089908], [2.973971, 0.517760, 0.173791], [-0.246415, -1.132336, -1.668530], [-1.610203, -0.168313, -1.941321], [-0.399880, 1.512220, -0.777226], [-1.047103, -0.351929, 1.262148]], "forces_ev_per_angstrom": [[-2.2682, -1.3033, 2.0831], [-0.4215, 2.0514, -0.3661], [5.7053, 0.5487, 1.6876], [-2.6574, -0.2905, -0.2543], [1.1839, 0.1085, -1.0069], [0.8336, 1.0052, -0.9858], [0.2020, -0.2276, 0.1734], [0.2660, -0.3080, -0.9231], [-0.7203, -0.9668, -0.5638], [0.2625, -0.8269, 0.8475], [-0.8991, -0.3618, 0.4158], [-1.8348, 1.9552, -2.5038], [0.5516, -1.0325, 1.0739], [-0.2035, -0.3515, 0.3225]]}


No. 5
{"formula": "C4H7NO2", "method": "ωB97M-V/def2-TZVPD", "lumo_energy_ha": 0.0265, "orbital_gap_ev": 10.794, "e_tot_ha": -361.79042, "homo_ev": -10.0716, "molar_mass_g_mol": 101.10, "charge": 0, "elements": ["C", "C", "C", "N", "C", "O", "O", "H", "H", "H", "H", "H", "H", "H"], "positions_angstrom": [[1.659446, -0.311247, 0.559757], [1.094871, -0.497249, -0.825307], [-1.550822, -0.937005, 0.394163], [-1.751159, 0.176308, 0.962922], [-1.071894, 2.388342, -0.901362], [-0.302894, 3.222563, -0.870857], [0.711540, 0.410018, -1.526233], [0.991073, 0.325252, 1.148514], [2.628818, 0.192284, 0.478986], [1.801454, -1.269906, 1.066987], [1.051055, -1.540193, -1.206835], [-0.852482, -1.641141, 0.856587], [-2.010879, -1.258858, -0.547017], [-2.398127, 0.740830, 0.409696]], "forces_ev_per_angstrom": [[0.0100, 0.0243, 0.0441], [0.0118, 0.2499, -0.2115], [-0.0603, 0.1202, 0.2176], [-0.0786, -0.4121, -0.2478], [0.8408, 1.1980, -0.0650], [-0.8808, -0.9314, -0.0149], [0.2588, -0.4553, 0.2540], [0.1013, -0.0681, -0.1180], [-0.1067, -0.0494, -0.0014], [-0.0149, 0.1430, -0.0843], [0.0086, 0.0904, 0.0260], [-0.1217, 0.0325, -0.0321], [-0.0009, 0.1068, 0.1116], [0.0324, -0.0488, 0.1216]]}


No. 6
{"formula": "C4H7NO2", "method": "ωB97M-V/def2-TZVPD", "lumo_energy_ha": 0.0227, "orbital_gap_ev": 10.586, "e_tot_ha": -361.82353, "homo_ev": -9.9683, "molar_mass_g_mol": 101.10, "charge": 0, "elements": ["C", "C", "C", "C", "N", "O", "O", "H", "H", "H", "H", "H", "H", "H"], "positions_angstrom": [[-1.088632, -0.497560, 0.044560], [-0.690246, 0.944600, -0.303193], [0.765852, 1.003907, 0.133018], [1.105807, -0.518645, 0.492042], [-0.137700, -1.227765, 0.576204], [-2.387303, -0.753644, -0.070853], [1.911080, -1.052537, -0.635204], [-0.780875, 1.238969, -1.324993], [-1.337794, 1.689134, 0.309694], [1.360847, 1.260361, -0.666554], [0.974098, 1.625126, 0.968217], [1.753616, -0.786343, 1.345003], [-2.542144, -1.702494, 0.335179], [1.093393, -1.223107, -1.203118]], "forces_ev_per_angstrom": [[2.1683, 1.0737, 1.0277], [-0.8213, 0.8685, 2.1384], [-0.7595, -2.4708, 1.5075], [1.4871, 0.4417, -0.9577], [-2.7167, 0.4860, -1.1267], [-0.0580, -3.3924, 1.2819], [-3.2227, -0.0133, -0.1470], [-0.4219, -0.1591, -0.8013], [0.8445, -1.3905, -1.0279], [1.5680, 0.6928, -1.5586], [-0.0476, 0.7073, 0.7017], [-0.5492, 0.8220, -0.0381], [0.3657, 2.5020, -1.1706], [2.1632, -0.1680, 0.1705]]}


No. 7
{"formula": "C4H7NO2", "method": "ωB97M-V/def2-TZVPD", "lumo_energy_ha": [0.0259, 0.0259], "orbital_gap_ev": [7.595, 7.593], "e_tot_ha": -361.73564, "homo_ev": [-6.8892, -6.8873], "molar_mass_g_mol": 101.10, "charge": 0, "elements": ["O", "C", "C", "O", "C", "N", "C", "H", "H", "H", "H", "H", "H", "H"], "positions_angstrom": [[-1.137601, 1.535407, -0.679169], [0.139513, 0.876711, -0.649297], [0.829881, 1.028103, 0.667581], [0.906358, -0.104521, 1.505243], [0.185632, -1.134188, 1.327777], [-0.521066, -1.322355, 0.195882], [-0.160362, -0.583298, -1.008076], [-1.141160, 2.060158, 0.132091], [0.777775, 1.313091, -1.431881], [1.835618, 1.414854, 0.636069], [-1.486483, -1.545713, 0.341215], [0.096233, -1.839334, 2.144168], [0.692478, -1.069872, -1.493908], [-1.016816, -0.629042, -1.687695]], "forces_ev_per_angstrom": [[-0.0939, 0.0881, 0.2313], [0.2606, -0.1728, -0.0259], [0.2330, 0.0582, -0.4378], [-0.1681, -0.4647, -0.0901], [-0.1791, 0.1156, -0.1166], [0.0065, 0.1753, 0.3376], [0.0203, 0.0251, -0.0053], [-0.0466, 0.0286, -0.0879], [-0.1899, 0.0501, 0.0507], [0.0991, 0.2108, 0.0378], [-0.2774, -0.3727, -0.1928], [0.1019, 0.1127, 0.0431], [-0.0278, 0.1093, 0.1529], [0.2614, 0.0364, 0.1030]]}


No. 8
{"formula": "C4H7NO2", "method": "ωB97M-V/def2-TZVPD", "lumo_energy_ha": 0.0142, "orbital_gap_ev": 10.202, "e_tot_ha": -361.70165, "homo_ev": -9.8166, "molar_mass_g_mol": 101.10, "charge": 0, "elements": ["C", "C", "C", "C", "N", "O", "O", "H", "H", "H", "H", "H", "H", "H"], "positions_angstrom": [[2.980622, -0.156199, 0.163196], [-1.168796, 0.208878, 1.442314], [-1.257204, -0.734232, -0.865058], [-1.250587, 0.312764, 0.135391], [1.930974, 0.232179, -0.223393], [3.735397, -0.851159, 0.726392], [1.539131, 1.293514, -0.971445], [0.551085, 1.180211, -1.060134], [-1.140328, 0.957116, 2.273279], [-0.881052, -0.768167, 1.899074], [-2.245787, -0.781293, -1.447377], [-1.203192, -1.783032, -0.261233], [-0.419474, -0.559609, -1.631227], [-1.170783, 1.449029, -0.179775]], "forces_ev_per_angstrom": [[1.0855, -1.7111, 1.3175], [1.1393, -1.4664, 2.5120], [-0.3705, -2.8707, -0.7698], [0.2605, 4.4292, 0.3093], [-2.3299, 0.7426, -0.8525], [0.9698, 0.4112, -0.1682], [-1.0136, 0.5443, -0.6122], [1.4790, 0.0652, 0.3388], [-0.1282, -0.0329, -1.5579], [-0.8457, 0.3191, -0.5473], [1.4060, 0.2253, 0.7657], [0.2816, 2.2870, -1.8044], [-1.1239, -0.7981, 1.0514], [-0.8100, -2.1448, 0.0175]]}


No. 9
{"formula": "C4H7NO2", "method": "ωB97M-V/def2-TZVPD", "lumo_energy_ha": 0.0386, "orbital_gap_ev": 9.320, "e_tot_ha": -361.77518, "homo_ev": -8.2703, "molar_mass_g_mol": 101.10, "charge": 0, "elements": ["N", "C", "O", "C", "C", "C", "O", "H", "H", "H", "H", "H", "H", "H"], "positions_angstrom": [[1.748630, 0.735816, 1.075897], [0.739264, -0.180863, 0.862581], [-0.497448, 0.416358, 0.734908], [0.904326, -1.503326, 0.796156], [-1.140267, -0.068446, -0.409191], [-1.743271, 0.911680, -1.295470], [-0.529189, 0.233853, -1.627762], [1.609001, 1.660166, 0.697540], [2.668685, 0.355396, 0.903054], [0.067468, -2.180034, 0.905373], [1.891654, -1.909465, 0.631834], [-1.500142, -1.091486, -0.326545], [-1.612175, 1.958956, -1.039511], [-2.606537, 0.661395, -1.908863]], "forces_ev_per_angstrom": [[-0.0137, 0.0002, -0.1439], [0.2130, -0.2806, -0.0206], [0.1355, 0.0094, -0.0717], [0.0479, -0.0292, 0.0369], [-0.2399, -0.1021, 0.1015], [-0.2908, 0.2073, 0.0079], [0.2124, 0.0104, -0.0962], [-0.0902, -0.1184, -0.1606], [-0.0619, 0.1500, 0.1708], [0.0809, 0.0811, -0.3013], [0.0125, -0.0836, 0.3538], [-0.0438, 0.2045, 0.0397], [-0.0780, -0.0544, -0.0201], [0.1159, 0.0052, 0.1038]]}